1.
# C27H76AlBNO9Si6

A molecular structure, C27H76AlBNO9Si6 at a distorted geometry (the ωB97M-V functional and the def2-TZVPD basis, the Open Molecules 2025 dataset).

```
121
Properties=species:S:1:pos:R:3:lowdin_charge:R:1
C 3.82 -0.74 0.21 -0.130
O 3.34 -1.31 -1.00 -0.204
C 3.51 -0.35 -2.08 -0.199
C 4.50 -0.91 -3.13 -0.173
C 4.99 0.14 -4.15 -0.117
C 5.79 1.35 -3.52 -0.353
B 4.79 2.59 -3.28 -0.549
O 3.77 2.97 -4.17 0.111
O 4.88 3.37 -2.10 0.142
O 6.34 0.79 -2.31 -0.188
Al 7.84 -0.12 -2.97 0.302
C 9.58 0.06 -1.91 -0.328
N 10.34 -1.24 -1.92 -0.124
O 7.88 0.74 -4.64 -0.182
C 7.07 1.84 -4.32 -0.347
C 6.88 2.96 -5.35 -0.156
O 5.88 2.69 -6.36 -0.171
C 5.46 3.95 -6.88 -0.128
H 3.54 -1.44 1.02 0.071
H 3.33 0.22 0.45 0.082
H 4.91 -0.60 0.21 0.097
H 2.51 -0.17 -2.50 0.125
H 3.88 0.58 -1.59 0.106
H 3.93 -1.67 -3.71 0.116
H 5.30 -1.47 -2.64 0.073
H 5.67 -0.38 -4.86 0.117
H 4.11 0.45 -4.76 0.110
H 3.83 2.49 -5.00 0.077
H 4.53 4.23 -2.34 0.077
H 7.55 -1.70 -3.13 -0.025
H 10.21 0.82 -2.41 0.035
H 9.43 0.33 -0.85 0.037
H 10.21 -1.67 -2.83 0.013
H 9.91 -1.84 -1.23 0.028
H 7.65 2.35 -3.51 0.147
H 7.85 3.08 -5.89 0.137
H 6.72 3.93 -4.83 0.127
H 4.58 4.35 -6.34 0.080
H 6.26 4.71 -6.85 0.084
H 5.16 3.83 -7.94 0.087
O -1.31 5.80 -3.40 -0.283
Si -0.10 4.80 -3.97 0.372
C 0.30 5.24 -5.75 -0.159
C -0.67 3.01 -3.90 -0.156
C 1.47 4.95 -2.97 -0.153
Si -2.89 6.15 -3.80 0.360
C -3.64 7.43 -2.66 -0.170
C -3.94 4.60 -3.71 -0.166
C -2.97 6.83 -5.55 -0.166
H -0.54 5.01 -6.41 0.018
H 1.17 4.67 -6.09 0.030
H 0.53 6.30 -5.84 0.034
H -1.01 2.76 -2.90 0.035
H 0.15 2.35 -4.16 0.034
H -1.49 2.83 -4.60 0.019
H 1.30 4.67 -1.92 0.041
H 1.87 5.96 -3.00 0.037
H 2.22 4.27 -3.38 0.008
H -3.66 7.08 -1.63 0.031
H -4.68 7.63 -2.97 0.030
H -3.09 8.37 -2.70 0.030
H -3.63 3.88 -4.47 0.021
H -4.99 4.84 -3.87 0.030
H -3.84 4.13 -2.73 0.036
H -2.68 6.06 -6.28 0.020
H -2.29 7.68 -5.67 0.034
H -3.98 7.16 -5.79 0.030
O -0.90 0.01 4.09 -0.280
Si -1.44 -0.18 5.65 0.364
C -0.03 -0.72 6.76 -0.164
C -2.78 -1.50 5.71 -0.167
C -2.15 1.40 6.36 -0.168
Si -0.19 -0.95 2.92 0.373
C 0.15 -0.02 1.34 -0.159
C -1.31 -2.39 2.51 -0.165
C 1.44 -1.62 3.56 -0.159
H 0.32 -1.72 6.49 0.021
H -0.35 -0.74 7.81 0.031
H 0.81 -0.03 6.67 0.036
H -3.58 -1.26 4.99 0.031
H -3.23 -1.55 6.70 0.034
H -2.38 -2.48 5.46 0.017
H -3.01 1.74 5.77 0.030
H -1.41 2.19 6.38 0.031
H -2.49 1.22 7.38 0.031
H -0.77 0.37 0.90 0.031
H 0.62 -0.68 0.61 0.036
H 0.83 0.82 1.51 0.033
H -1.42 -3.06 3.37 0.010
H -0.91 -2.97 1.68 0.039
H -2.31 -2.04 2.23 0.033
H 1.29 -2.30 4.40 0.019
H 2.09 -0.80 3.90 0.039
H 1.97 -2.16 2.77 0.025
O -5.84 -6.36 5.06 -0.281
Si -7.36 -6.62 5.70 0.364
C -8.41 -7.58 4.48 -0.166
C -8.19 -4.98 6.06 -0.165
C -7.29 -7.60 7.30 -0.169
Si -5.20 -5.59 3.73 0.368
C -3.34 -5.71 3.67 -0.161
C -5.66 -3.78 3.74 -0.158
C -5.88 -6.37 2.16 -0.164
H -8.62 -6.98 3.59 0.020
H -9.37 -7.85 4.93 0.032
H -7.90 -8.49 4.17 0.035
H -7.56 -4.35 6.69 0.036
H -9.14 -5.14 6.59 0.031
H -8.41 -4.44 5.14 0.021
H -6.72 -7.07 8.06 0.031
H -6.84 -8.58 7.14 0.031
H -8.30 -7.75 7.68 0.032
H -2.88 -5.24 4.54 0.027
H -2.97 -5.20 2.78 0.028
H -3.01 -6.75 3.62 0.033
H -6.74 -3.64 3.62 0.021
H -5.16 -3.25 2.93 0.033
H -5.37 -3.31 4.69 0.026
H -6.95 -6.20 2.07 0.019
H -5.71 -7.45 2.16 0.035
H -5.39 -5.95 1.28 0.035
```

As for the total energy: -103707.11338 eV. Its LUMO energy is 1.66 eV. Its total charge is -1.

***

2.
# C27H80N10O13

13 unconnected molecules or ions with the total composition C27H80N10O13 at a distorted geometry (the ωB97M-V functional and the def2-TZVPD basis, the Open Molecules 2025 dataset).

```
130
Properties=species:S:1:pos:R:3:lowdin_charge:R:1
C -3.20 -3.16 1.03 -0.166
O -3.96 -3.46 2.19 -0.128
H -2.24 -2.82 1.32 0.032
H -3.55 -2.36 0.38 0.049
H -3.00 -4.11 0.50 0.095
H -3.45 -4.00 2.82 0.097
C -0.19 0.17 -6.11 -0.580
O -0.12 -0.57 -4.90 -0.147
N -0.38 1.44 -6.00 0.156
N -0.23 -0.42 -7.30 0.125
H -0.17 1.82 -5.01 0.062
H -0.49 2.01 -6.81 0.114
H 0.16 -1.43 -7.41 0.161
H -0.60 0.11 -8.15 0.137
C 1.65 -3.14 1.52 -0.560
O 0.47 -3.93 1.14 -0.162
N 2.47 -2.62 0.66 0.178
N 1.86 -2.91 2.76 0.177
H 2.33 -2.80 -0.35 0.094
H 3.29 -2.24 1.04 0.064
H 1.06 -3.24 3.28 0.130
H 2.76 -2.67 3.12 0.124
C 3.08 -1.58 -2.99 -0.540
O 3.03 -2.67 -2.07 -0.181
N 3.82 -1.68 -4.08 0.133
N 2.46 -0.42 -2.87 0.187
H 4.68 -2.23 -3.88 0.125
H 3.99 -0.85 -4.67 0.130
H 1.96 -0.26 -1.99 0.062
H 2.60 0.42 -3.46 0.061
C -3.49 1.12 0.99 -0.528
O -2.74 1.89 0.10 -0.127
N -3.56 1.48 2.24 0.173
N -4.09 -0.02 0.61 0.181
H -3.05 2.27 2.55 0.123
H -4.31 1.12 2.89 0.152
H -4.06 -0.42 -0.37 0.127
H -4.69 -0.51 1.24 0.101
C 1.22 2.64 -3.84 -0.571
O 2.48 2.06 -4.13 -0.148
N 0.17 1.95 -3.48 0.137
N 0.93 3.91 -3.94 0.172
H 0.30 0.94 -3.50 0.078
H -0.67 2.43 -3.08 0.096
H 1.68 4.60 -4.09 0.136
H 0.03 4.35 -3.57 0.160
C -0.32 -0.47 1.23 -0.010
C 0.05 -0.69 -0.22 -0.588
C -0.78 0.08 -1.18 -0.023
O 1.25 -0.39 -0.49 -0.035
H 0.50 -0.61 1.94 0.067
H -1.18 -1.04 1.57 0.045
H -0.77 0.57 1.32 0.082
H -0.05 -1.73 -0.38 0.114
H -0.70 -0.32 -2.17 0.057
H -0.66 1.18 -1.14 0.072
H -1.83 -0.16 -0.91 0.072
H 1.77 -0.93 0.15 0.085
C -3.55 1.02 -2.98 0.001
C -2.91 2.43 -3.20 -0.615
C -3.96 3.46 -3.23 -0.037
O -2.12 2.82 -2.32 -0.050
H -2.83 0.24 -3.19 0.046
H -4.45 0.86 -3.63 0.106
H -3.81 0.83 -1.97 0.031
H -2.29 2.39 -4.09 0.130
H -4.67 3.13 -4.02 0.093
H -3.60 4.42 -3.52 0.081
H -4.58 3.50 -2.42 0.059
H -2.47 2.50 -1.46 0.069
C 0.55 1.03 5.68 0.005
C 0.97 -0.04 4.69 -0.702
C 2.36 0.19 4.12 -0.022
O 0.85 -1.15 5.12 0.055
H -0.54 0.97 5.85 0.070
H 0.67 2.02 5.21 0.086
H 1.11 0.93 6.54 0.061
H 0.21 -0.01 3.93 0.099
H 3.21 -0.21 4.69 0.104
H 2.42 1.21 3.84 0.042
H 2.53 -0.38 3.21 0.029
H 0.48 -1.65 4.39 0.097
C 1.24 2.31 1.86 -0.047
C 1.00 3.31 0.78 -0.609
C 2.12 3.27 -0.25 -0.025
O -0.10 3.30 0.12 0.020
H 0.33 2.21 2.48 0.097
H 2.10 2.75 2.35 0.092
H 1.51 1.34 1.51 0.041
H 1.06 4.27 1.24 0.131
H 1.85 3.85 -1.07 0.046
H 2.16 2.23 -0.67 0.085
H 3.13 3.49 0.06 0.074
H -0.41 2.39 0.03 0.052
C -2.12 -2.48 -3.23 -0.063
C -0.74 -3.03 -3.05 -0.626
C -0.75 -4.04 -1.92 -0.056
O -0.30 -3.75 -4.03 -0.011
H -2.37 -1.91 -4.16 0.081
H -2.53 -2.04 -2.26 0.083
H -2.79 -3.34 -3.37 0.076
H -0.06 -2.20 -2.86 0.109
H 0.29 -4.32 -1.66 0.085
H -1.35 -4.92 -2.20 0.094
H -1.14 -3.73 -0.96 0.032
H 0.59 -3.52 -4.40 0.132
C 4.34 -0.02 0.73 -0.013
C 5.68 0.26 1.36 -0.613
C 6.19 1.70 1.47 -0.018
O 5.69 -0.11 2.57 -0.003
H 4.29 0.62 -0.13 0.091
H 3.61 0.24 1.47 0.064
H 4.26 -1.04 0.41 0.060
H 6.45 -0.27 0.85 0.129
H 5.38 2.39 1.54 0.061
H 6.78 1.99 0.64 0.061
H 6.95 1.87 2.27 0.101
H 5.42 -1.04 2.60 0.119
C -2.64 -0.72 3.97 -0.035
C -2.69 -1.10 5.43 -0.622
C -3.18 0.04 6.36 -0.048
O -3.40 -2.09 5.73 0.015
H -2.09 0.16 3.80 0.046
H -3.65 -0.70 3.55 0.076
H -2.06 -1.44 3.35 0.078
H -1.67 -1.28 5.79 0.128
H -2.74 0.98 6.18 0.037
H -3.01 -0.08 7.44 0.092
H -4.24 0.26 6.21 0.083
H -3.49 -2.24 6.71 0.152
```

As for the total energy: -70805.96249 eV. Its LUMO energy is 0.24 eV. Its total charge is 0.

***

3.
# C27H83N19O12

12 unconnected molecules or ions with the total composition C27H83N19O12 at a distorted geometry (the ωB97M-V functional and the def2-TZVPD basis, the Open Molecules 2025 dataset).

```
141
Properties=species:S:1:pos:R:3:lowdin_charge:R:1
C -6.24 -1.36 5.74 -0.131
O -5.98 -0.63 4.60 -0.186
C -6.46 -1.30 3.43 -0.193
C -5.39 -0.97 2.39 -0.468
C -5.68 -1.15 0.92 -0.073
N -4.10 -1.57 2.64 0.045
H -5.70 -2.30 5.64 0.082
H -7.28 -1.64 5.87 0.090
H -5.78 -0.84 6.58 0.094
H -6.63 -2.38 3.42 0.127
H -7.42 -0.90 3.09 0.124
H -5.28 0.10 2.52 0.132
H -6.60 -0.72 0.52 0.075
H -5.78 -2.20 0.67 0.071
H -4.83 -0.86 0.29 0.074
H -3.82 -1.37 3.59 0.067
H -4.27 -2.57 2.69 0.070
C 1.96 -7.76 5.92 -0.121
O 0.60 -7.37 6.03 -0.199
C 0.23 -6.27 5.16 -0.167
C 0.25 -6.72 3.67 -0.483
C 0.23 -5.51 2.77 -0.077
N -0.81 -7.63 3.34 0.050
H 2.73 -7.00 5.78 0.094
H 1.99 -8.53 5.15 0.079
H 2.29 -8.40 6.74 0.082
H -0.79 -5.95 5.36 0.125
H 0.99 -5.51 5.34 0.118
H 1.23 -7.17 3.49 0.125
H -0.60 -4.84 2.99 0.075
H 0.10 -5.88 1.75 0.080
H 1.15 -4.93 2.78 0.079
H -0.81 -8.27 4.13 0.068
H -1.70 -7.16 3.44 0.071
C -1.34 3.66 3.36 -0.117
O -1.61 4.53 4.45 -0.192
C -2.71 5.44 4.25 -0.144
C -3.87 5.35 5.41 -0.394
C -4.42 3.94 5.61 -0.082
N -4.99 6.17 4.95 0.015
H -0.75 2.83 3.75 0.084
H -0.73 3.96 2.52 0.079
H -2.28 3.30 2.95 0.072
H -2.41 6.49 4.19 0.112
H -3.14 5.13 3.30 0.099
H -3.53 5.71 6.39 0.128
H -5.32 3.89 6.22 0.074
H -3.76 3.45 6.33 0.069
H -4.45 3.35 4.70 0.075
H -4.89 6.74 4.12 0.061
H -4.93 6.85 5.69 0.063
C 10.03 -2.98 2.05 -0.099
O 9.09 -3.62 1.16 -0.188
C 7.79 -3.16 1.48 -0.214
C 6.78 -3.88 0.59 -0.397
C 6.46 -5.37 0.94 -0.060
N 6.97 -3.81 -0.90 0.032
H 11.07 -3.24 1.86 0.088
H 9.68 -3.09 3.08 0.081
H 10.02 -1.90 1.96 0.075
H 7.64 -3.39 2.53 0.122
H 7.69 -2.09 1.32 0.120
H 5.81 -3.40 0.72 0.123
H 6.10 -5.46 1.97 0.070
H 7.36 -5.96 0.77 0.072
H 5.64 -5.74 0.33 0.063
H 7.05 -2.83 -1.14 0.057
H 7.86 -4.15 -1.23 0.062
C 0.19 3.67 -6.85 -0.090
O -0.92 3.68 -7.80 -0.208
C -2.16 4.16 -7.24 -0.201
C -3.14 4.65 -8.36 -0.386
C -4.39 5.30 -7.69 -0.057
N -3.70 3.49 -9.12 0.024
H 0.21 2.99 -5.99 0.076
H 0.18 4.69 -6.46 0.074
H 1.13 3.45 -7.35 0.081
H -2.57 3.42 -6.56 0.125
H -1.90 5.07 -6.70 0.106
H -2.54 5.16 -9.11 0.134
H -4.24 6.18 -7.06 0.072
H -5.00 4.59 -7.13 0.070
H -5.01 5.44 -8.58 0.073
H -4.24 3.05 -8.39 0.047
H -2.96 2.81 -9.18 0.058
N 4.34 -6.73 -3.71 0.151
C 3.16 -6.31 -4.18 -0.770
N 2.97 -5.04 -3.92 0.154
O 2.33 -7.04 -4.69 0.019
H 4.58 -7.71 -3.75 0.115
H 4.81 -6.06 -3.12 0.094
H 3.67 -4.49 -3.44 0.109
H 2.04 -4.75 -4.18 0.120
N -4.69 -1.18 -7.12 0.155
C -4.80 -0.19 -6.35 -0.810
N -3.77 -0.31 -5.53 0.150
O -5.70 0.63 -6.42 0.032
H -5.52 -1.25 -7.70 0.137
H -3.87 -1.76 -7.03 0.121
H -3.66 0.37 -4.79 0.109
H -3.05 -1.00 -5.66 0.105
N -4.94 3.75 -0.63 0.159
C -4.81 3.19 -1.83 -0.754
N -5.90 3.29 -2.54 0.166
O -3.73 2.82 -2.30 -0.019
H -4.22 3.64 0.07 0.114
H -5.87 4.11 -0.46 0.103
H -6.75 3.46 -2.01 0.109
H -5.90 2.87 -3.46 0.124
N 3.95 0.10 3.77 0.160
C 4.21 -0.47 4.89 -0.813
N 4.10 0.37 5.87 0.160
O 4.54 -1.64 4.97 0.036
H 4.14 -0.30 2.86 0.123
H 3.88 1.11 3.80 0.106
H 3.99 1.36 5.66 0.106
H 4.37 0.13 6.82 0.122
N 8.01 1.95 -1.92 0.156
C 6.71 2.06 -1.83 -0.819
N 6.24 3.21 -2.05 0.182
O 6.03 1.09 -1.50 0.007
H 8.58 2.78 -1.94 0.106
H 8.42 1.12 -1.52 0.117
H 5.27 3.46 -1.90 0.133
H 6.90 3.90 -2.39 0.118
N -0.26 0.40 -1.11 0.163
C 0.98 0.74 -1.15 -0.784
N 1.63 -0.36 -0.84 0.127
O 1.51 1.77 -1.54 0.028
H -0.57 -0.41 -0.58 0.121
H -0.92 0.98 -1.59 0.119
H 2.55 -0.29 -1.24 0.113
H 1.40 -0.75 0.06 0.109
N -0.28 6.43 -2.50 0.167
C 0.56 7.05 -1.76 -0.832
N 1.56 6.29 -1.49 0.164
O 0.47 8.24 -1.49 0.023
H -1.18 6.87 -2.60 0.128
H -0.13 5.44 -2.67 0.114
H 1.65 5.41 -1.97 0.111
H 2.29 6.68 -0.91 0.123
```

Its SMILES is COC[C@H](C)N.COC[C@H](C)N.COC[C@H](C)N.COC[C@H](C)N.COC[C@H](C)N.NC(N)=O.NC(N)=O.NC(N)=O.NC(N)=O.NC(N)=O.NC(N)=O.NC(N)=O. As for the total energy: -82223.98636 eV. Its LUMO energy is -0.13 eV. Its total charge is 0.